The following is a DFT calculation (the ωB97M-V functional and the def2-TZVPD basis) of one molecule with the formula C3H8O.

## Properties
- Frontier orbital gap: 10.94 eV
- Energy relative to the best compared isomer or geometry (same formula, charge and spin): 13.2 kcal/mol
- Maximum force: 0.308 eV/Å

```
! RIJCOSX wB97M-V def2-TZVPD def2/J DEFGRID3
* xyz 0 1
C -1.79263 0.11512 0.22673
C -0.38131 -0.44025 0.26429
O 0.50396 0.61526 -0.04078
C 1.85318 0.31878 0.21352
H -1.96100 0.63223 -0.72210
H -2.53998 -0.67895 0.32968
H -1.93218 0.83720 1.03688
H -0.25416 -1.25301 -0.47217
H -0.16880 -0.86711 1.25860
H 2.08417 -0.73238 -0.01654
H 2.46972 0.95960 -0.42596
H 2.11746 0.51434 1.26466
*
```


The following is a DFT calculation (the ωB97M-V functional and the def2-TZVPD basis) of one molecule with the formula C3H8O at a distorted geometry.

## Properties
- Frontier orbital gap: 9.21 eV
- Energy relative to the best compared isomer or geometry (same formula, charge and spin): 72.2 kcal/mol
- Maximum force: 3.029 eV/Å

```
! RIJCOSX wB97M-V def2-TZVPD def2/J DEFGRID3
* xyz 0 1
C -1.60978 0.11048 -0.02238
C -0.24750 -0.56602 -0.16597
C 1.19773 0.57972 0.23342
O 2.36836 0.08380 -0.30779
H -1.90481 0.27859 1.02374
H -2.40861 -0.49063 -0.48033
H -1.60902 1.08356 -0.52224
H -0.23714 -1.52354 0.39999
H 0.06566 -0.75370 -1.17465
H 0.60369 0.08199 0.98373
H 0.86207 1.43416 -0.33870
H 2.91935 -0.31841 0.37118
*
```


The following is a DFT calculation (the ωB97M-V functional and the def2-TZVPD basis) of one molecule with the formula C3H8O at a distorted geometry.

## Properties
- Frontier orbital gap: 11.26 eV
- Energy relative to the best compared isomer or geometry (same formula, charge and spin): 29.3 kcal/mol
- Maximum force: 2.807 eV/Å

```
! RIJCOSX wB97M-V def2-TZVPD def2/J DEFGRID3
* xyz 0 1
C 0.80294 0.00228 1.29384
C 0.34983 0.54986 -0.06291
C -0.22840 -0.39624 -1.09834
O -1.67318 0.06160 -1.15229
H 0.13942 -0.80839 1.61862
H 0.73119 0.79668 2.04588
H 1.83231 -0.38400 1.33588
H -0.70562 0.95779 -0.05355
H 1.04246 1.30315 -0.46526
H -0.18343 -1.45766 -0.83554
H 0.13206 -0.22835 -2.11780
H -2.23959 -0.39671 -0.50854
*
```


The following is a DFT calculation (the ωB97M-V functional and the def2-TZVPD basis) of a 2-piece molecular cluster, C3H8O overall.

## Properties
- Frontier orbital gap: 10.99 eV
- Energy relative to the best compared isomer or geometry (same formula, charge and spin): 12.1 kcal/mol
- Maximum force: 0.562 eV/Å

```
! RIJCOSX wB97M-V def2-TZVPD def2/J DEFGRID3
* xyz 0 1
C -2.59702 0.21717 -0.04853
H -1.92578 -0.38883 -0.64937
H -3.34140 0.67408 -0.69614
H -3.09263 -0.46098 0.64367
H -2.07265 0.99961 0.48751
O 0.84284 1.06397 0.38015
C 0.86266 0.09735 -0.33408
C 1.57891 -1.17100 0.05016
H 0.39188 0.12709 -1.33548
H 1.30293 -1.50555 1.04503
H 1.38086 -1.98940 -0.64206
H 2.64152 -0.94068 -0.01148
*
```